Record 1
Formula: C14H37Cl8F3N3O4
Source: OMol25
Level of theory: wB97M-V/def2-TZVPD

Calculated values
frontier orbital gap = 7.072 eV
lowest unoccupied orbital energy = -0.124 Eh
E_HOMO = -10.4 eV
strongest force on any atom = 3.788 eV/A

Structure (ORCA input):
```
! RIJCOSX wB97M-V def2-TZVPD def2/J DEFGRID3
* xyz 1 1
N -14.648 11.299 -5.245
H -15.618 11.037 -5.142
H -14.627 12.105 -4.636
H -14.428 11.337 -6.230
H -14.005 10.642 -4.827
N -17.327 14.423 -2.700
H -17.171 14.203 -1.727
H -18.080 13.807 -2.971
H -16.516 14.104 -3.212
H -17.412 15.428 -2.753
N -17.655 10.772 -0.035
H -17.144 11.629 -0.190
H -18.581 10.997 0.299
H -17.154 10.068 0.488
H -17.740 10.345 -0.946
O -16.288 13.186 -0.517
C -14.905 13.021 -0.737
C -14.556 12.532 -2.219
O -14.791 13.296 -3.367
H -14.588 12.346 0.058
H -14.295 13.897 -0.516
H -15.062 11.589 -2.428
H -13.507 12.254 -2.117
C -8.690 11.185 0.461
C -9.167 10.039 -0.510
O -10.543 9.786 -0.309
C -11.188 8.707 -0.847
O -10.730 7.895 -1.601
C -12.737 8.737 -0.314
F -13.657 8.665 -1.288
F -12.916 7.653 0.488
F -13.061 9.801 0.456
H -9.349 12.006 0.743
H -7.686 11.558 0.259
H -8.525 10.638 1.390
H -8.560 9.203 -0.163
H -9.013 10.277 -1.563
Cl -10.953 13.262 -6.195
C -11.098 13.611 -4.484
C -10.607 12.350 -3.717
Cl -8.816 12.179 -3.991
H -12.128 13.844 -4.217
H -10.441 14.453 -4.264
H -10.991 11.413 -4.119
H -10.699 12.368 -2.631
Cl -16.494 17.881 2.278
C -15.244 17.909 0.932
C -14.202 16.832 1.092
Cl -13.340 16.996 2.560
H -14.840 18.897 0.709
H -15.702 17.838 -0.054
H -13.454 16.960 0.309
H -14.732 15.881 1.041
Cl -16.414 11.158 3.281
C -15.716 12.811 3.125
C -16.723 13.960 3.298
Cl -17.258 14.110 4.946
H -15.398 12.851 2.083
H -14.833 12.952 3.749
H -17.575 13.882 2.622
H -16.208 14.869 2.988
Cl -13.927 19.122 -3.074
C -14.022 17.720 -4.119
C -14.922 16.655 -3.459
Cl -16.482 17.374 -2.886
H -13.070 17.381 -4.529
H -14.632 18.056 -4.956
H -14.339 16.201 -2.657
H -15.163 15.794 -4.084
*
```


Record 2
Formula: C32H36F4N8O3SSi3Ta
Source: OMol25
Level of theory: wB97M-V/def2-TZVPD

Calculated values
frontier orbital gap (spin up / spin down) = 5.604 / 5.603 eV
lowest unoccupied orbital energy (spin up / spin down) = -0.377 / -0.377 Eh
E_HOMO (spin up / spin down) = -15.9 / -15.9 eV
energy above the lowest of the compared OMol25 structures with the same formula, charge and spin = 109.1 kJ/mol
strongest force on any atom = 1.248 eV/A

Structure (ORCA input):
```
! RIJCOSX wB97M-V def2-TZVPD def2/J DEFGRID3
* xyz 3 1
Ta 0.100 0.214 -0.530
N 8.047 -2.035 -1.056
C 6.741 -1.838 -0.918
C 5.938 -2.782 -0.222
C 4.599 -2.589 -0.089
C 4.005 -1.428 -0.644
C 4.790 -0.471 -1.331
C 6.127 -0.673 -1.462
S 2.371 -1.219 -0.389
O 1.781 -2.286 0.358
O 1.463 -0.808 -1.613
N 1.969 0.254 0.285
C 1.856 0.229 1.674
N 0.547 0.317 1.958
C 0.226 0.227 3.257
C 1.219 0.092 4.209
C 2.540 0.038 3.775
N 2.872 0.102 2.477
H 8.494 -2.862 -0.695
H 8.627 -1.385 -1.561
H 6.399 -3.667 0.194
H 3.989 -3.317 0.426
H 4.343 0.419 -1.749
H 6.736 0.051 -1.987
H -0.822 0.295 3.520
H 0.972 0.038 5.259
H 3.358 -0.073 4.476
C -3.334 -0.066 -1.069
O -2.054 0.616 -0.974
Si -1.923 2.344 -1.133
C -2.603 3.034 0.442
C -2.870 2.968 -2.587
C -0.046 2.087 -1.235
Si 0.514 1.992 -3.187
C -0.442 0.525 -3.870
C 2.327 1.648 -3.397
C 0.148 3.607 -4.031
Si 0.883 3.603 -0.356
C 0.085 5.165 -0.993
C 2.710 3.590 -0.696
C 0.585 3.517 1.500
H -4.012 0.559 -1.645
H -3.738 -0.225 -0.072
H -3.193 -1.007 -1.590
H -3.687 2.883 0.430
H -2.442 4.108 0.539
H -2.208 2.551 1.336
H -3.937 2.797 -2.420
H -2.601 2.533 -3.548
H -2.750 4.052 -2.654
H 0.041 -0.430 -3.639
H -0.421 0.601 -4.962
H -1.490 0.462 -3.579
H 2.712 0.889 -2.726
H 2.935 2.545 -3.311
H 2.454 1.267 -4.416
H -0.770 4.112 -3.746
H 0.087 3.392 -5.103
H 0.981 4.296 -3.892
H 0.377 5.412 -2.011
H 0.433 5.980 -0.351
H -1.005 5.171 -0.943
H 2.956 3.928 -1.702
H 3.171 2.616 -0.527
H 3.170 4.299 -0.002
H -0.045 2.699 1.835
H 0.103 4.443 1.821
H 1.537 3.451 2.033
F -3.332 -6.291 0.984
C -3.721 -5.250 1.693
C -4.638 -5.421 2.675
F -5.111 -6.620 2.887
C -5.100 -4.329 3.512
C -4.531 -3.032 3.195
C -3.628 -2.885 2.208
F -3.130 -1.663 1.947
C -3.162 -3.969 1.400
C -2.220 -3.774 0.395
C -1.653 -2.538 0.054
N -1.029 -1.657 -0.368
C -1.692 -4.801 -0.458
N -1.264 -5.551 -1.216
F -4.902 -1.972 3.874
C -5.990 -4.512 4.536
C -6.587 -5.772 4.847
N -7.125 -6.752 5.111
C -6.400 -3.456 5.409
N -6.712 -2.614 6.126
*
```